# 1
A structure of composition C29H65BN5O28 in a non-equilibrium geometry. Source: the Open Molecules 2025 dataset; level of theory: ωB97M-V with the def2-TZVPD basis set.

```
128
Properties=species:S:1:pos:R:3:mulliken_charge:R:1
O 1.607 -3.124 -1.109 -0.484
C 1.403 -2.001 -0.710 -0.682
O 1.812 -1.434 0.353 -0.553
B 1.513 0.003 0.309 0.589
O 0.593 0.163 -0.827 -0.073
C 0.553 -0.965 -1.525 1.547
O -0.090 -1.177 -2.571 0.666
O 2.673 0.869 0.183 -0.361
C 2.879 1.577 1.246 -0.215
O 3.877 2.387 1.538 -0.770
C 1.670 1.304 2.255 1.984
O 0.895 0.464 1.592 0.462
O 1.586 1.759 3.369 -0.735
C 2.759 3.853 -0.398 1.171
N 4.276 4.160 -0.642 1.053
O 4.810 4.933 0.043 -0.611
O 4.827 3.431 -1.518 -0.661
H 2.195 4.009 -1.317 -0.519
H 2.491 4.610 0.340 0.323
H 2.694 2.840 -0.001 -0.766
C 3.222 2.484 4.198 -1.989
N 2.358 3.640 3.812 1.131
O 2.261 3.970 2.650 -0.501
O 1.900 4.182 4.820 -0.660
H 4.117 2.391 3.583 0.225
H 2.643 1.562 4.160 0.180
H 3.525 2.676 5.227 0.419
C 1.028 -3.090 -3.045 0.404
N -0.187 -3.403 -3.817 1.316
O -0.599 -2.533 -4.559 -0.533
O -0.779 -4.432 -3.506 -0.752
H 1.792 -3.826 -3.297 0.523
H 0.780 -2.822 -2.018 -1.302
H 1.437 -2.159 -3.438 -1.481
C -0.627 3.067 2.995 -0.572
N -1.860 2.320 2.797 0.867
O -2.110 1.493 3.675 -0.599
O -2.405 2.320 1.684 -0.535
H -0.256 3.444 2.042 0.358
H 0.188 2.517 3.465 -0.109
H -0.835 3.931 3.626 0.402
C 4.036 -1.220 0.854 0.325
N 4.398 -2.725 0.889 0.991
O 3.565 -3.499 1.146 -0.536
O 5.579 -3.028 0.600 -0.673
H 4.959 -0.854 1.305 0.303
H 3.192 -1.160 1.541 -0.310
H 3.932 -0.961 -0.199 0.162
C -5.447 3.087 -2.937 -1.226
O -4.437 2.174 -2.350 0.326
C -3.939 2.872 -1.194 -1.148
C -3.162 1.958 -0.317 0.168
O -2.549 0.900 -1.100 0.233
C -1.542 0.247 -0.396 -2.161
H -4.905 3.996 -3.199 0.315
H -6.278 3.346 -2.281 0.410
H -5.907 2.745 -3.864 0.293
H -4.800 3.298 -0.679 0.494
H -3.344 3.735 -1.491 0.338
H -3.561 1.682 0.660 0.349
H -2.313 2.540 0.040 -0.109
H -1.089 -0.378 -1.166 -1.863
H -1.836 -0.429 0.407 2.014
H -0.725 0.912 -0.116 0.714
C -1.320 -7.607 -0.285 -0.767
O -0.812 -6.314 -0.106 -0.292
C -0.236 -5.595 -1.225 -0.845
C -0.491 -4.068 -0.839 1.260
O -1.734 -3.885 -0.180 -0.671
C -1.834 -2.572 0.323 0.525
H -0.597 -8.257 0.207 0.241
H -1.374 -7.867 -1.342 0.321
H -2.223 -7.759 0.306 0.232
H -0.739 -5.925 -2.134 0.427
H 0.841 -5.615 -1.393 0.273
H -0.526 -3.422 -1.717 -0.591
H 0.398 -3.681 -0.341 0.026
H -1.747 -1.786 -0.427 -1.055
H -1.235 -2.437 1.224 0.596
H -2.830 -2.435 0.744 0.622
C -1.014 0.024 -4.000 -1.055
O -2.188 0.094 -3.152 -0.032
C -2.945 -1.191 -3.178 0.218
C -4.078 -1.019 -2.107 -0.756
O -4.658 0.297 -2.195 -0.250
C -5.974 0.263 -1.563 -1.090
H -0.440 0.950 -3.986 0.696
H -1.150 -0.227 -5.052 0.273
H -0.423 -0.798 -3.595 -0.215
H -2.278 -2.038 -3.015 -0.363
H -3.359 -1.359 -4.172 0.565
H -3.794 -1.247 -1.079 0.127
H -4.848 -1.720 -2.427 0.693
H -6.013 -0.352 -0.664 0.302
H -6.599 -0.210 -2.321 0.393
H -6.302 1.271 -1.309 0.232
C 1.676 -0.484 -4.524 -0.777
O 1.165 0.716 -3.996 -0.749
C 1.784 1.274 -2.898 0.886
C 0.763 2.254 -2.163 0.737
O 0.259 3.398 -3.079 -0.416
C 1.260 4.287 -3.536 -0.745
H 2.680 -0.325 -4.916 0.454
H 0.934 -0.698 -5.293 0.132
H 1.707 -1.274 -3.774 1.025
H 2.722 1.777 -3.130 0.941
H 1.976 0.514 -2.141 -0.819
H 1.314 2.601 -1.289 -0.360
H -0.095 1.792 -1.675 -0.138
H 0.789 5.213 -3.866 0.385
H 1.906 3.795 -4.263 0.248
H 1.940 4.668 -2.775 0.242
C -0.391 -0.151 3.728 -0.943
O 0.627 -0.961 4.411 -0.474
C 1.510 -0.138 5.097 0.782
C 2.182 -1.125 6.120 -0.638
O 1.482 -1.667 7.296 -0.360
C 0.881 -0.648 8.152 -0.665
H -0.798 -0.742 2.907 0.260
H -0.030 0.784 3.300 -0.394
H -1.289 -0.116 4.345 0.794
H 1.051 0.736 5.559 0.107
H 2.247 0.225 4.381 0.357
H 3.119 -0.657 6.421 0.410
H 2.452 -1.939 5.447 0.297
H 1.643 -0.484 8.914 0.286
H 0.049 -1.067 8.719 0.251
H 0.565 0.295 7.706 0.279
```

Output
Gap between HOMO and LUMO   5.71 eV
E   -96540.593 eV
Total charge   -1
HOMO   -5.302 eV

# 2
A cluster of 5 separate species, C29H65FN2O18P2S4 in total. Source: the Open Molecules 2025 dataset; level of theory: ωB97M-V with the def2-TZVPD basis set.

```
121
Properties=species:S:1:pos:R:3:mulliken_charge:R:1
C 6.895 -4.423 1.961 -1.326
C 6.546 -3.263 1.045 0.207
O 5.940 -2.227 1.831 -0.371
P 4.978 -1.147 1.163 0.946
O 4.684 0.000 2.032 -0.845
C 3.504 -2.069 0.638 0.338
C 2.222 -1.243 0.843 -1.401
P 0.724 -2.262 1.141 2.169
N 0.585 -1.569 2.807 -1.079
C -0.956 -1.579 0.754 -1.033
C -1.151 -0.934 -0.602 -0.564
F -0.151 0.021 -0.801 -0.172
C 0.859 -3.144 -0.619 -1.949
O 1.414 -2.343 -1.651 0.190
C 1.279 -2.894 -2.943 -0.729
O 2.374 -2.603 -3.742 -0.473
C 3.629 -3.043 -3.250 0.900
C 3.663 -4.513 -2.850 -0.375
O 5.008 -4.989 -2.911 -0.616
C 0.798 -3.977 1.842 0.045
C -0.223 -4.915 1.634 -0.400
C -0.104 -6.172 2.212 -0.689
C 1.034 -6.467 2.955 -0.485
C 2.001 -5.471 3.096 -0.406
N 1.881 -4.262 2.565 -0.319
O 5.801 -0.803 -0.172 -0.364
C 5.189 0.081 -1.131 0.702
C 5.789 -0.151 -2.514 -1.416
H 6.144 -4.522 2.745 0.333
H 7.873 -4.287 2.422 0.320
H 6.928 -5.354 1.390 0.367
H 5.856 -3.578 0.257 -0.054
H 7.434 -2.851 0.563 0.360
H 3.497 -3.009 1.195 0.736
H 3.613 -2.325 -0.419 -0.681
H 2.345 -0.582 1.699 1.102
H 2.039 -0.609 -0.026 -0.076
H -0.226 -1.902 3.319 0.251
H 1.407 -1.737 3.378 0.285
H -1.690 -2.383 0.893 0.386
H -1.168 -0.825 1.514 0.423
H -2.112 -0.411 -0.618 0.426
H -1.137 -1.627 -1.444 0.228
H 1.435 -4.080 -0.530 0.822
H -0.161 -3.451 -0.906 0.719
H 1.124 -3.981 -2.856 0.446
H 0.418 -2.440 -3.445 0.148
H 4.337 -2.910 -4.071 0.480
H 3.951 -2.405 -2.421 -0.779
H 3.075 -5.101 -3.560 0.307
H 3.257 -4.675 -1.847 0.123
H 5.367 -5.038 -2.023 0.347
H -1.092 -4.659 1.040 0.343
H -0.886 -6.910 2.075 0.435
H 1.182 -7.435 3.415 0.390
H 2.899 -5.659 3.674 0.417
H 5.363 1.102 -0.787 0.535
H 4.106 -0.084 -1.135 -0.568
H 5.014 -0.164 -3.281 0.329
H 6.295 -1.119 -2.531 0.339
H 6.517 0.619 -2.771 0.350
C -2.040 1.810 5.283 -0.777
C -3.000 2.863 4.779 -0.241
O -2.835 3.117 3.355 -0.324
S -3.517 2.120 2.345 1.132
C -3.326 3.094 0.895 -1.161
O -4.903 1.980 2.680 -0.640
O -2.728 0.926 2.235 -0.453
H -2.269 0.827 4.872 -0.025
H -2.109 1.756 6.370 0.392
H -1.016 2.056 5.004 0.340
H -4.041 2.605 4.977 0.293
H -2.797 3.828 5.238 0.306
H -3.908 4.004 1.011 0.376
H -3.701 2.501 0.064 0.394
H -2.270 3.314 0.760 0.347
C 1.626 5.595 -5.152 -0.894
C 2.206 4.198 -5.086 -0.370
O 2.309 3.694 -3.728 -0.337
S 0.975 3.162 -3.053 1.326
C 1.699 2.318 -1.701 -0.782
O 0.358 2.230 -3.952 -0.611
O 0.202 4.272 -2.580 -0.641
H 0.578 5.614 -4.856 0.170
H 1.700 5.965 -6.174 0.370
H 2.173 6.266 -4.490 0.307
H 1.628 3.486 -5.677 0.348
H 3.231 4.180 -5.448 0.329
H 2.295 1.493 -2.083 0.046
H 0.878 1.946 -1.095 0.223
H 2.304 3.023 -1.135 0.497
C -4.815 7.285 -6.256 -0.998
C -3.348 7.159 -5.904 -0.406
O -2.989 5.824 -5.473 -0.197
S -2.804 4.720 -6.601 1.224
C -1.964 3.533 -5.623 -0.543
O -1.928 5.244 -7.608 -0.657
O -4.085 4.216 -6.993 -0.624
H -5.061 6.714 -7.149 0.299
H -5.052 8.333 -6.436 0.385
H -5.436 6.919 -5.439 0.265
H -2.704 7.442 -6.737 0.354
H -3.092 7.785 -5.051 0.268
H -1.014 3.946 -5.306 -0.162
H -1.806 2.656 -6.246 0.447
H -2.580 3.280 -4.765 0.342
C -8.412 -0.656 7.748 -0.980
C -6.915 -0.772 7.940 -0.349
O -6.222 -1.141 6.723 -0.272
S -5.991 0.003 5.643 1.268
C -4.781 -0.827 4.684 -0.820
O -5.400 1.132 6.306 -0.681
O -7.184 0.192 4.880 -0.641
H -8.669 0.186 7.108 0.298
H -8.889 -0.514 8.718 0.393
H -8.809 -1.562 7.290 0.262
H -6.481 0.154 8.321 0.320
H -6.667 -1.571 8.635 0.278
H -3.906 -0.998 5.306 0.292
H -4.543 -0.174 3.850 0.174
H -5.201 -1.766 4.332 0.451
```

Output
Gap between HOMO and LUMO   8.81 eV
E   -135597.385 eV
Total charge   0
HOMO   -8.566 eV

Question: Among the records above, which one has the lowest gap between HOMO and LUMO?
Answer: C29H65BN5O28